The following is a quantum chemistry calculation of a cluster of 2 separate species, C7H15N in total, from the Open Molecules 2025 dataset.

Values from the calculation:
Orbital gap (spin up / spin down), eV: 3.125 / 7.540
LUMO level (spin up / spin down), eV: 3.9 / 3.9
ΔE to the lowest compared entry with this formula, charge and spin, kJ/mol: 85.17
Charge: -1
HOMO level (spin up / spin down), eV: 0.8 / -3.7
Spin multiplicity: 2

Last column: Löwdin spin population.
Positions of all 23 atoms, in Å:
C (-3.6036, 0.0921, -0.6009)  0.0165
C (-2.1874, 0.1841, -0.0339)  0.0376
C (-0.8313, 2.0828, -0.1744)  0.3524
N (-1.3574, 1.0344, -0.8265)  0.3384
H (-4.2322, -0.5899, -0.0084)  0.0081
H (-4.0659, 1.0810, -0.6134)  0.0036
H (-3.5656, -0.2753, -1.6269)  0.0014
H (-1.7673, -0.8376, -0.0091)  0.0183
H (-2.2461, 0.5233, 1.0178)  0.0084
H (-0.9997, 2.2750, 0.8913)  0.0683
H (-0.1911, 2.7847, -0.7019)  0.0577
C (2.6441, 0.7839, 0.6116)  0.0314
C (2.8188, -0.6491, 0.1078)  0.0021
C (1.6632, -1.5242, 0.4892)  0.0072
C (0.9060, -2.1893, -0.3653)  0.0068
H (2.5576, 0.8034, 1.7001)  0.0078
H (3.4840, 1.4179, 0.3195)  0.0045
H (1.7286, 1.2156, 0.2054)  0.0162
H (3.7389, -1.0765, 0.5225)  0.0012
H (2.9311, -0.6627, -0.9779)  0.0003
H (1.4280, -1.5629, 1.5499)  0.0058
H (0.0591, -2.7791, -0.0452)  0.0050
H (1.0881, -2.1314, -1.4316)  0.0009

Forces on atoms 1 to 6 (eV/Å):
C -0.05 -0.09 0.12
C 0.13 0.14 -0.10
C 0.10 0.21 0.10
N -0.03 -0.09 -0.12
H 0.02 0.05 -0.04
H -0.02 0.02 0.00



The following is a quantum chemistry calculation of a cluster of 2 separate species, C7H15N in total, from the Open Molecules 2025 dataset.

Values from the calculation:
Orbital gap, eV: 9.037
SMILES: C/C=C/N.C=C(C)C
LUMO level, eV: 1.0
ΔE to the lowest compared entry with this formula, charge and spin, kJ/mol: 133.28
HOMO level, eV: -8.0

Last column: natural (NBO) charge in e.
Positions of all 23 atoms, in Å:
C (1.0417, 0.1365, 1.7885)  -0.6521
C (-0.0408, 1.1839, 1.8449)  0.0281
C (0.2187, 2.4169, 2.2759)  -0.4128
C (-1.4236, 0.7837, 1.4005)  -0.6498
H (0.6933, -0.7904, 2.2619)  0.2081
H (1.9022, 0.4299, 2.3924)  0.2185
H (1.3696, -0.0757, 0.7728)  0.2225
H (-0.5764, 3.1496, 2.3471)  0.1896
H (1.1984, 2.7704, 2.5712)  0.1953
H (-2.1565, 1.4656, 1.8319)  0.2210
H (-1.6600, -0.2362, 1.7069)  0.2117
H (-1.5133, 0.8330, 0.3145)  0.2200
C (0.0492, 0.6855, -2.5858)  -0.6292
C (0.0347, -0.7963, -2.3479)  -0.2755
C (-0.0247, -1.4629, -1.1984)  -0.0101
N (0.1029, -2.8567, -1.1103)  -0.8138
H (-0.2185, 1.2467, -1.6876)  0.2074
H (1.0167, 1.0854, -2.8999)  0.2115
H (-0.6407, 0.8857, -3.4102)  0.2101
H (0.1074, -1.3928, -3.2594)  0.1777
H (-0.2443, -0.9300, -0.2880)  0.1860
H (0.5794, -3.2073, -0.3026)  0.3715
H (0.5631, -3.1857, -1.9400)  0.3642

Forces on atoms 1 to 6 (eV/Å):
C 0.02 -0.06 0.62
C 0.37 0.19 0.14
C -0.33 0.02 -0.04
C 0.12 0.18 0.17
H -0.10 -0.01 -0.32
H 0.06 0.21 -0.23



The following is a quantum chemistry calculation of a cluster of 2 separate species, C7H15N in total at a distorted geometry, from the Open Molecules 2025 dataset.

Values from the calculation:
Orbital gap, eV: 10.513
SMILES: C=CCC.C=NCC
LUMO level, eV: 1.1
ΔE to the lowest compared entry with this formula, charge and spin, kJ/mol: 193.11
HOMO level, eV: -9.4

Last column: natural (NBO) charge in e.
Positions of all 23 atoms, in Å:
C (-0.8704, 1.7950, -1.4364)  -0.5982
C (-1.9011, 0.7625, -1.8841)  -0.4444
C (-1.2530, -0.5549, -2.2379)  -0.1665
C (-1.8050, -1.7212, -1.9194)  -0.4043
H (-0.0477, 1.8537, -2.1514)  0.2024
H (-1.2873, 2.7999, -1.3499)  0.2108
H (-0.4603, 1.5692, -0.4513)  0.2005
H (-2.3785, 1.1439, -2.7938)  0.2087
H (-2.6591, 0.6059, -1.1185)  0.2069
H (-0.2398, -0.5236, -2.6263)  0.1928
H (-1.2146, -2.6238, -2.0121)  0.2004
H (-2.7814, -1.7469, -1.4520)  0.1916
C (1.1994, -1.4890, 0.9057)  -0.6100
C (1.3726, -0.1194, 1.5480)  -0.2530
C (2.1130, 0.7353, 3.5830)  -0.0454
N (1.6589, -0.2716, 2.9764)  -0.3960
H (0.8281, -1.3916, -0.1185)  0.2096
H (2.1257, -2.0595, 0.8981)  0.2071
H (0.4016, -2.0309, 1.4136)  0.2136
H (0.4356, 0.4333, 1.4905)  0.1981
H (2.1576, 0.4348, 1.0133)  0.1728
H (2.6441, 1.5486, 3.0678)  0.1321
H (1.9615, 0.8503, 4.6551)  0.1703

Forces on atoms 1 to 6 (eV/Å):
C 0.02 0.25 0.22
C 0.43 0.10 -0.78
C -0.37 -0.08 0.97
C 0.66 0.31 0.05
H 0.03 -0.04 0.05
H -0.16 -0.06 -0.11



The following is a quantum chemistry calculation of a cluster of 2 separate species, C7H15N2O2 in total at a distorted geometry, from the Open Molecules 2025 dataset.

Values from the calculation:
Orbital gap, eV: 9.267
LUMO level, eV: -3.1
ΔE to the lowest compared entry with this formula, charge and spin, kJ/mol: 272.26
Charge: +1
HOMO level, eV: -12.4

Last column: natural (NBO) charge in e.
Positions of all 26 atoms, in Å:
C (-3.7467, -0.7445, 0.9122)  -0.6465
C (-2.5489, 0.2543, 0.9341)  -0.3133
C (1.2651, -1.2984, -0.6749)  -0.2979
C (2.3731, 0.7042, -1.5468)  0.0941
C (1.7283, -0.8915, 0.6824)  -0.2298
C (2.7324, 1.3348, -0.1303)  -0.3059
C (-1.7792, 0.2366, -0.1270)  0.5188
N (1.6518, -0.3391, -1.7101)  -0.3678
N (1.7405, 0.6825, 0.7595)  -0.5781
O (-2.0145, -0.4566, -1.3245)  -0.7230
O (-0.7390, 1.0773, -0.3649)  -0.7200
H (-3.3965, -1.5982, 0.1875)  0.2262
H (-3.9443, -1.0495, 1.9857)  0.2437
H (-2.2262, 0.9116, 1.7140)  0.2289
H (1.4241, -2.3274, -0.8953)  0.2576
H (0.1058, -1.0433, -0.7305)  0.2423
H (-4.6079, -0.1921, 0.6239)  0.2290
H (2.7325, 1.1928, -2.4438)  0.2168
H (1.1483, -1.1590, 1.5791)  0.2350
H (2.7699, -1.2692, 0.8727)  0.2243
H (3.7483, 1.1300, 0.1623)  0.2438
H (2.6181, 2.4485, -0.0764)  0.2501
H (0.6978, 0.8602, 0.4611)  0.4888
H (1.9311, 0.8287, 1.8682)  0.4551
H (-3.0046, -0.5266, -1.4435)  0.5111
H (-0.6593, 1.2339, -1.2746)  0.5165

Forces on atoms 1 to 6 (eV/Å):
C 2.57 -0.44 1.26
C -0.50 -1.55 -0.37
C -4.06 3.49 0.03
C -0.53 -0.57 1.24
C 2.08 0.60 1.26
C -1.13 -0.04 -1.44



The following is a quantum chemistry calculation of a cluster of 2 separate species, C7H15N2OS2 in total at a distorted geometry, from the Open Molecules 2025 dataset.

Values from the calculation:
Orbital gap, eV: 6.758
LUMO level, eV: -5.6
ΔE to the lowest compared entry with this formula, charge and spin, kJ/mol: 0.00
Charge: +1
HOMO level, eV: -12.3

Last column: natural (NBO) charge in e.
Positions of all 27 atoms, in Å:
C (-1.8909, -1.6350, 1.8375)  -0.4282
N (-1.1300, -0.3870, 1.6886)  -0.2806
C (-1.9716, 0.8073, 1.8101)  -0.4227
N (-0.1046, -0.3207, 2.6565)  -0.4769
C (1.1942, -0.4848, 2.2534)  0.5398
O (1.5335, -0.5532, 1.0798)  -0.6422
H (-2.6365, -1.6873, 1.0338)  0.2116
H (-1.1978, -2.4806, 1.7453)  0.2189
H (-2.4270, -1.6978, 2.8053)  0.1789
H (-2.7110, 0.8071, 1.0002)  0.2063
H (-2.5123, 0.8549, 2.7755)  0.1821
H (-1.3237, 1.6873, 1.7149)  0.2094
H (-0.3719, -0.4394, 3.6329)  0.3817
H (1.8660, -0.5213, 3.1422)  0.1376
C (0.7881, 2.0952, -4.4774)  -0.4355
C (0.2062, 0.6939, -4.4491)  -0.5310
S (-0.6205, 0.2378, -2.8898)  0.5366
C (0.4696, 0.6982, -1.6948)  -0.4424
S (1.4397, 2.0751, -1.7427)  0.5465
C (1.9374, 2.1873, -3.4890)  -0.5338
H (1.1863, 2.2806, -5.4814)  0.2530
H (0.0229, 2.8502, -4.2719)  0.2352
H (-0.5814, 0.5778, -5.2052)  0.2648
H (0.9848, -0.0585, -4.6159)  0.2481
H (0.4261, 0.1527, -0.7462)  0.3294
H (2.6697, 1.3898, -3.6572)  0.2482
H (2.4383, 3.1624, -3.5521)  0.2653

Forces on atoms 1 to 6 (eV/Å):
C 0.05 0.04 -0.07
N -0.16 0.13 0.42
C 0.03 -0.02 -0.02
N 0.11 -0.32 -0.55
C -0.67 0.05 -0.15
O 0.10 0.18 0.85



The following is a quantum chemistry calculation of a structure of composition C7H15N2OSr at a distorted geometry, from the Open Molecules 2025 dataset.

Values from the calculation:
Orbital gap, eV: 2.502
LUMO level, eV: -5.7
Charge: +1
HOMO level, eV: -8.2

Last column: Mulliken charge in e.
Positions of all 26 atoms, in Å:
C (0.1630, 2.8783, 2.2851)  -0.8914
C (-1.0360, 2.6166, 1.1828)  0.4355
C (-1.8225, 3.9795, 0.6204)  -0.7857
N (-1.4244, 1.3911, 0.7008)  -0.3168
N (-0.3784, 0.8050, -0.0490)  -0.1772
C (-0.6494, -0.7016, 0.1491)  -0.2464
C (0.7367, -1.5951, 0.1527)  0.6395
C (1.3824, -1.8263, -1.3416)  -0.4478
C (0.7936, -3.1705, -2.1214)  -0.2095
O (1.3704, -3.0981, -3.5042)  -0.5026
H (0.5734, 1.8530, 2.6722)  0.2699
H (0.9962, 3.5119, 1.7122)  0.2873
H (-0.2205, 3.5978, 3.1491)  0.3283
H (-2.1331, 3.8111, -0.4968)  0.3145
H (-2.7124, 4.1663, 1.3571)  0.2766
H (-1.0460, 4.8659, 0.7401)  0.2857
H (-1.4423, -1.0871, -0.6514)  0.2150
H (-1.1622, -0.7695, 1.2218)  0.2584
H (1.5310, -0.9692, 0.7767)  0.5019
H (0.5892, -2.6157, 0.7521)  -1.2939
H (1.2098, -0.9284, -2.0851)  0.2748
H (2.5490, -2.0084, -1.2082)  0.2328
H (-0.3961, -3.1981, -2.1378)  0.2701
H (1.1664, -4.1868, -1.6190)  0.1286
H (0.6540, -3.3217, -4.1684)  0.3271
Sr (0.7081, -4.0000, 1.9107)  0.8252

Forces on atoms 1 to 6 (eV/Å):
C -0.30 0.21 -1.39
C -0.72 1.44 -0.17
C 0.94 -1.04 1.28
N 4.73 2.27 -1.47
N -3.04 -1.97 3.41
C -0.72 -0.67 0.61